(1)
DFT (ωB97M-V with the def2-TZVPD basis set) results for a molecular structure, C40H40AsCdClN5O.

The HOMO energy is -9.827 eV. The total charge is +1.

The geometry in XYZ format:
```
89
Properties=species:S:1:pos:R:3:forces:R:3
Cd 0.19106 -1.00398 -0.34679 0.13 0.01 -0.14
Cl -5.31398 -4.61237 3.03521 0.02 0.01 -0.01
C -4.31915 -3.54241 2.09658 0.05 0.00 0.05
C -4.78048 -3.07749 0.85459 -0.02 0.00 -0.05
C -4.01554 -2.22763 0.10494 -0.04 -0.04 0.06
C -2.72849 -1.79008 0.53060 0.02 0.11 -0.14
O -2.05312 -0.99605 -0.21777 0.08 0.00 0.05
C -2.27627 -2.27169 1.79663 0.12 -0.03 0.23
C -1.06434 -1.86529 2.45494 -0.11 -0.10 -0.02
N -0.06125 -1.21468 1.96923 0.12 0.12 0.05
C 0.97125 -0.76857 2.83970 -0.16 -0.05 -0.16
C 0.97377 -0.93736 4.20041 0.07 0.05 0.14
C 1.99793 -0.41599 5.01701 -0.09 -0.05 -0.07
C 3.02630 0.28995 4.47378 0.02 0.03 -0.08
C 3.06826 0.49147 3.07485 0.07 0.05 0.08
C 4.11690 1.21264 2.46061 0.00 -0.03 0.04
C 4.12460 1.38178 1.10989 -0.09 -0.03 -0.08
C 3.06581 0.82405 0.36883 0.03 0.07 0.02
N 2.07568 0.15201 0.90059 -0.05 -0.17 0.10
C 2.04903 -0.03295 2.25028 -0.01 -0.01 -0.07
C -3.10433 -3.13211 2.55989 -0.11 -0.04 -0.06
H -5.75320 -3.39371 0.50198 -0.02 0.00 0.00
H -4.37712 -1.84905 -0.84187 -0.01 0.02 -0.03
H -1.04466 -2.16120 3.50525 -0.01 -0.02 -0.03
H 0.16957 -1.46189 4.69472 0.01 0.01 0.02
H 1.94892 -0.57929 6.08407 0.00 0.00 0.04
H 3.81211 0.70244 5.09161 0.03 0.01 0.01
H 4.90709 1.61845 3.07897 0.01 0.02 0.03
H 4.90656 1.92806 0.60330 0.02 0.01 -0.01
H 3.03468 0.96135 -0.70671 0.00 0.00 -0.08
H -2.76379 -3.46858 3.53094 0.01 -0.01 0.03
C -1.18926 -3.67867 -1.79066 -0.06 -0.05 -0.01
C -1.17979 -2.47644 -2.75790 -0.06 0.04 -0.07
N 0.08524 -1.73094 -2.72476 0.02 0.13 0.07
C 1.24581 -2.50582 -3.17425 -0.04 -0.04 -0.12
C 2.49508 -2.26993 -2.32296 0.08 0.05 0.01
N 2.24002 -2.26840 -0.88285 -0.04 0.04 -0.02
C 2.13663 -3.56637 -0.21128 0.08 0.03 0.04
C 0.87841 -4.34769 -0.58296 -0.06 -0.12 -0.02
N -0.33395 -3.52513 -0.60783 0.00 0.15 0.10
H -2.22074 -3.82293 -1.46468 0.01 0.00 -0.04
H -0.90866 -4.58999 -2.32618 0.00 0.02 0.01
H -1.40017 -2.84661 -3.76688 -0.01 0.00 0.04
H -1.96283 -1.77519 -2.47109 0.01 -0.03 0.02
H -0.01851 -0.88633 -3.27760 0.02 -0.09 0.01
H 0.97755 -3.56070 -3.15957 0.02 0.03 0.00
H 1.49411 -2.28038 -4.21649 0.01 -0.01 0.05
H 3.25453 -3.01119 -2.60278 -0.03 0.00 -0.01
H 2.90778 -1.28659 -2.56662 -0.02 -0.01 0.00
H 2.96644 -1.73321 -0.42455 -0.05 -0.01 0.00
H 3.01180 -4.19781 -0.41406 -0.04 0.00 0.01
H 2.13072 -3.35372 0.86150 -0.02 -0.02 -0.01
H 1.00741 -4.81281 -1.56154 0.02 0.02 0.05
H 0.77901 -5.17692 0.12504 0.02 0.04 -0.03
H -0.88499 -3.67336 0.22869 0.02 -0.04 -0.03
C 0.45611 3.17365 3.57292 -0.05 -0.01 0.00
C -0.61315 2.33822 3.27237 0.01 0.03 -0.02
C -0.86729 1.98367 1.95673 0.01 0.01 0.05
C -0.05367 2.46936 0.93449 -0.12 -0.05 -0.05
C 1.00415 3.31560 1.23338 0.08 0.02 0.04
C 1.25973 3.66353 2.55478 -0.02 0.02 -0.03
As -0.37148 1.72534 -0.82370 0.06 -0.23 0.08
C 0.77703 2.75660 -1.98501 -0.01 0.03 -0.12
C 1.62767 2.05871 -2.83653 0.04 0.01 -0.02
C 2.45843 2.73463 -3.72095 -0.01 0.01 0.01
C 2.43408 4.12018 -3.76115 -0.01 -0.02 0.00
C 1.57830 4.82403 -2.92373 -0.01 -0.01 0.00
C 0.74914 4.14633 -2.04331 0.00 0.07 0.04
C -2.13722 2.38565 -1.23252 0.04 0.05 0.00
C -2.60699 3.58662 -0.71093 -0.02 0.02 0.01
C -3.86375 4.04934 -1.07119 -0.01 0.00 0.00
C -4.65031 3.31679 -1.94938 0.00 0.01 0.00
C -4.18681 2.11389 -2.46095 0.03 -0.03 0.00
C -2.93204 1.64483 -2.09850 -0.08 0.03 0.03
H 0.65399 3.45075 4.59931 0.01 0.00 0.03
H -1.24694 1.95892 4.06308 -0.01 0.00 0.03
H -1.69168 1.31531 1.72718 0.01 0.02 -0.02
H 1.64275 3.69897 0.44538 -0.02 -0.03 0.03
H 2.08497 4.32444 2.78502 0.02 0.01 0.01
H 1.63753 0.97213 -2.81902 0.00 0.00 0.04
H 3.11540 2.18295 -4.38005 0.01 -0.01 -0.02
H 3.07272 4.65350 -4.45113 0.03 0.01 -0.02
H 1.55289 5.90419 -2.96054 0.00 0.04 -0.01
H 0.08055 4.70771 -1.40019 0.00 -0.03 -0.02
H -2.00639 4.15798 -0.01139 0.00 -0.04 -0.03
H -4.23127 4.98115 -0.66297 0.00 0.02 0.01
H -5.63030 3.68063 -2.22722 -0.01 0.00 -0.01
H -4.80506 1.53583 -3.13442 -0.02 -0.01 -0.01
H -2.58658 0.68585 -2.46388 0.02 -0.01 -0.02
```
Positions in Å, forces in eV/Å.

Mulliken atomic charge list, values in e, 5 entries:
1 Cd 5.955
2 Cl -0.224
3 C -0.089
4 C -0.634
5 C -0.824

=====

(2)
DFT (ωB97M-V with the def2-TZVPD basis set) results for a molecular structure, C40H40AsNO3PPbS2 in a non-equilibrium geometry.

The HOMO energy is -4.100 eV. The total charge is -1.

The geometry in XYZ format:
```
89
Properties=species:S:1:pos:R:3:forces:R:3
Pb 12.00109 10.12070 12.75312 -0.36 0.29 -0.40
S 10.72450 12.27518 14.09405 -0.06 -0.21 0.46
C 9.79368 13.48809 13.26591 -0.87 1.51 -0.34
C 8.98170 14.40114 14.05363 0.35 -0.28 -1.01
C 8.18704 15.38229 13.42784 0.91 -0.72 -0.03
C 8.19759 15.49699 12.02488 0.20 -0.27 0.52
C 8.99697 14.66085 11.25102 -0.25 -0.04 1.31
C 9.78805 13.66818 11.84919 -0.47 0.03 0.14
As 10.83084 12.44937 10.72055 0.24 0.07 0.31
C 9.38527 11.13868 10.29473 0.31 0.54 -0.26
C 9.51631 10.41255 9.10672 0.08 -0.48 -0.24
C 8.49053 9.54635 8.69171 0.52 0.23 0.50
C 7.40566 9.31922 9.54583 -0.61 -0.32 -0.48
C 7.29515 10.01424 10.74757 0.24 0.11 0.45
C 8.27959 10.93991 11.12261 -0.08 0.46 0.21
C 10.93912 13.53169 9.06288 -0.02 -0.45 -0.14
C 11.96552 14.47917 8.93815 0.07 0.05 0.57
C 11.96328 15.36624 7.86587 0.05 0.13 -0.47
C 11.05279 15.20247 6.80066 -0.27 -0.08 0.39
C 10.07234 14.20341 6.88363 0.65 -0.09 0.49
C 10.04818 13.36541 8.01195 -0.68 0.25 -0.38
H 9.03193 14.30561 15.14946 -0.13 0.05 -0.63
H 7.61339 16.08076 14.03777 0.03 -0.22 -0.15
H 7.58530 16.22866 11.52775 -0.16 0.27 -0.02
H 8.96624 14.79302 10.18820 0.15 -0.10 -0.43
H 10.45590 10.50688 8.52150 -0.81 0.03 0.30
H 8.58732 9.04498 7.72774 -0.14 -0.03 0.30
H 6.60264 8.60198 9.25771 0.72 0.64 0.20
H 6.44572 9.83982 11.41731 0.28 0.04 -0.32
H 8.19590 11.57062 12.03996 -0.08 -0.75 -0.74
H 12.78003 14.50374 9.68745 -0.71 0.14 -0.37
H 12.67405 16.21171 7.87662 -0.27 -0.69 -0.26
H 11.09598 15.84132 5.91321 -0.02 -0.07 0.42
H 9.31450 14.06221 6.11410 0.31 0.08 0.00
H 9.28283 12.57892 8.06828 0.28 0.54 -0.01
N 13.61166 10.72361 14.72494 -0.11 0.01 0.07
C 14.00055 9.67646 15.61641 -0.33 0.16 0.10
C 15.36466 9.53668 15.89905 -0.14 -0.31 0.40
C 15.77146 8.58321 16.83226 0.15 -0.18 -0.23
C 14.83290 7.76280 17.45352 0.33 -0.68 0.39
C 13.48673 7.84118 17.11158 -0.46 0.20 -0.52
C 13.01467 8.80808 16.18952 0.97 -0.18 -0.28
C 11.56432 8.75062 15.80623 -1.34 0.16 0.75
C 10.63389 8.51866 16.85269 0.34 0.05 -0.53
C 9.25907 8.38027 16.58745 0.35 0.02 0.72
C 8.77670 8.42279 15.28864 1.43 -0.15 -0.93
C 9.72582 8.57096 14.23321 -1.11 -0.05 0.80
C 11.06060 8.83834 14.49070 1.14 -0.35 0.15
H 14.37614 11.31669 14.39581 -0.15 -0.48 0.09
H 12.91544 11.34437 15.12819 -0.19 -0.01 0.07
H 16.10722 10.18573 15.41026 -0.49 -0.30 0.22
H 16.83601 8.41189 17.02423 -0.39 0.25 0.02
H 15.19004 6.98835 18.16914 -0.40 0.64 -0.62
H 12.75226 7.09046 17.46588 0.66 0.62 -0.05
H 11.03334 8.48232 17.87288 -0.46 -0.03 -0.25
H 8.58442 8.21469 17.43910 0.21 0.19 -0.44
H 7.72585 8.34287 15.06596 -0.21 -0.16 0.03
H 9.39004 8.47857 13.18133 0.01 0.39 0.57
C 19.19016 9.36233 7.44063 0.01 0.53 0.48
C 17.93494 9.89410 8.06204 -0.88 0.59 0.63
C 16.66764 9.65429 7.51326 0.40 -0.63 -0.82
C 15.50783 10.10460 8.11464 -0.61 0.87 0.72
C 15.58425 10.80674 9.34347 1.37 -1.26 -1.43
C 16.83853 11.08647 9.89716 -0.32 0.13 -0.10
C 17.98001 10.65606 9.25098 0.72 -0.24 -0.57
S 14.17218 11.21571 10.23136 -2.02 0.76 0.62
O 13.02114 10.70898 9.46667 0.75 0.31 -0.04
O 14.25281 12.66490 10.38608 -0.09 -0.49 -0.10
O 14.27904 10.50137 11.51675 0.90 0.06 -0.16
H 18.94523 8.50839 6.83926 0.16 -0.51 -0.34
H 19.88626 9.10413 8.23531 0.10 -0.32 -0.03
H 19.71003 10.10158 6.83306 -0.13 0.11 -0.21
H 16.55174 9.05909 6.57553 0.33 0.56 0.76
H 14.53027 9.98555 7.60695 0.68 -0.09 0.67
H 16.91581 11.66363 10.82369 -0.15 -0.27 -0.33
H 18.96636 10.92493 9.65610 -0.44 -0.22 -0.06
C 10.46356 6.90031 9.83288 -0.24 -0.20 0.19
P 11.64104 7.49290 11.08257 -0.40 0.90 0.39
C 11.72783 6.15369 12.30563 -0.61 -0.13 0.55
C 13.25102 7.46341 10.26768 0.07 -0.59 0.00
H 10.62646 5.86509 9.54795 0.02 -0.25 -0.11
H 10.51226 7.53330 8.95227 0.06 0.10 -0.06
H 9.46135 7.01530 10.26218 0.11 -0.10 -0.17
H 12.25044 5.28329 11.93059 0.09 -0.40 -0.06
H 10.68616 5.88488 12.59080 0.63 0.08 -0.16
H 12.20777 6.51965 13.22902 -0.10 -0.11 -0.42
H 13.48823 6.47936 9.84782 0.01 0.11 -0.11
H 13.99370 7.70487 11.02382 0.20 0.16 -0.01
H 13.25343 8.24531 9.51539 0.14 0.09 -0.13
```
Positions in Å, forces in eV/Å.

Mulliken atomic charge list, values in e, 5 entries:
1 Pb 1.606
2 S -0.744
3 C 0.807
4 C -0.747
5 C -0.570

=====

(3)
DFT (ωB97M-V with the def2-TZVPD basis set) results for a molecular structure, C40H40BaF5N4OPTe in a non-equilibrium geometry.

The HOMO energy is -5.545 eV.

The geometry in XYZ format:
```
93
Properties=species:S:1:pos:R:3:forces:R:3
Ba 0.14712 0.24392 -1.29438 -0.75 -0.57 1.08
C -3.35280 1.01968 -2.34567 -0.01 -0.04 -0.02
C -3.54018 -0.21020 -1.43059 -0.01 0.13 0.02
C -3.64521 0.23098 0.00191 0.01 -0.08 0.01
C -4.86405 0.23207 0.66633 0.00 -0.01 0.00
C -4.92425 0.68821 1.97151 0.01 0.00 0.01
C -3.76079 1.14234 2.56481 -0.03 -0.01 0.01
C -2.59254 1.11549 1.82132 0.00 0.00 -0.01
N -2.51467 0.66825 0.56977 -0.02 0.02 0.01
N -2.07107 0.99190 -3.06250 0.11 -0.05 0.07
C -1.69358 2.31218 -3.55706 -0.02 -0.03 -0.23
C -1.39504 3.31589 -2.46722 -0.07 0.11 0.23
C -1.39671 4.67758 -2.74478 0.01 -0.02 -0.06
C -1.08291 5.56761 -1.73347 -0.01 0.05 -0.04
C -0.80114 5.08526 -0.46509 -0.03 -0.02 0.03
C -0.84578 3.71748 -0.26915 0.01 0.01 -0.05
N -1.13240 2.85672 -1.24454 0.26 -0.19 -0.19
C -2.15820 0.01798 -4.14830 0.04 -0.07 -0.23
C -0.83811 -0.37300 -4.76200 0.14 -0.12 -0.14
C -0.63228 -0.26437 -6.13016 0.00 0.05 0.01
C 0.58152 -0.66671 -6.66614 -0.01 0.00 -0.02
C 1.55779 -1.15872 -5.82001 0.00 -0.01 0.04
C 1.26827 -1.23734 -4.46688 0.00 -0.01 -0.04
N 0.09665 -0.87587 -3.95125 0.01 0.30 0.19
H -3.37498 1.91975 -1.73540 0.03 0.00 0.00
H -4.18148 1.10382 -3.06544 0.03 -0.03 -0.01
H -2.68422 -0.89031 -1.51010 0.01 0.00 -0.02
H -4.42498 -0.78064 -1.71401 -0.02 0.03 0.01
H -5.74953 -0.13473 0.16382 0.00 0.00 -0.01
H -5.86092 0.68553 2.51403 0.00 0.00 0.00
H -3.74519 1.50151 3.58420 0.00 0.00 0.00
H -1.67355 1.47781 2.26419 0.00 0.00 -0.02
H -2.47956 2.72694 -4.21033 0.03 0.00 -0.01
H -0.79380 2.19883 -4.17244 0.00 0.02 0.05
H -1.62790 5.02975 -3.74200 0.00 -0.01 0.00
H -1.06269 6.63127 -1.93287 0.00 0.00 0.00
H -0.55239 5.75157 0.34861 0.00 -0.02 0.01
H -0.63679 3.27714 0.70068 0.02 0.06 -0.02
H -2.80223 0.38047 -4.96550 -0.14 0.03 0.15
H -2.61458 -0.88602 -3.73984 -0.02 0.00 -0.03
H -1.40978 0.13832 -6.76606 -0.01 0.01 0.02
H 0.76180 -0.58502 -7.73015 0.01 0.00 0.00
H 2.52653 -1.46408 -6.18850 0.00 -0.01 0.01
H 2.01341 -1.59877 -3.76576 -0.02 -0.03 0.00
C 2.39898 -1.25968 4.72561 -0.05 0.02 0.02
C 2.61038 -2.62985 4.13109 0.03 0.08 0.11
C 3.19203 -3.60326 4.94505 0.01 -0.01 0.01
C 3.44162 -4.88959 4.49767 -0.02 0.02 -0.03
C 3.10769 -5.23467 3.19706 -0.01 0.03 0.01
C 2.54391 -4.27673 2.37243 0.02 0.00 0.01
C 2.28177 -2.97507 2.81436 -0.01 -0.14 -0.24
P 1.49492 -1.95548 1.49574 -0.02 -0.03 0.11
C 1.87946 -0.22694 1.96769 -0.04 0.10 -0.11
C 0.85490 0.64939 2.31469 0.00 0.11 -0.06
C 1.11092 1.98084 2.62075 -0.03 -0.04 0.01
C 2.41104 2.45111 2.57262 0.10 -0.02 -0.03
C 3.43710 1.59051 2.20105 -0.02 0.04 0.03
C 3.19866 0.25681 1.89203 -0.03 0.03 -0.03
C 4.34166 -0.63520 1.49828 -0.03 -0.01 0.02
C -0.28341 -2.13050 1.83056 0.02 -0.08 -0.23
C -0.78448 -2.05150 3.13392 -0.02 -0.03 0.08
C -2.12215 -2.21584 3.42461 0.04 0.03 0.11
C -2.99561 -2.49980 2.36540 -0.04 -0.01 -0.10
C -2.53672 -2.61314 1.07982 -0.02 0.05 0.10
C -1.16095 -2.43554 0.73187 0.15 -0.05 0.02
C -0.75739 -2.54300 -0.61915 0.08 0.35 -0.22
H 2.41035 -1.32396 5.81302 0.00 -0.01 0.03
H 1.45622 -0.80683 4.41704 0.20 -0.04 0.10
H 3.19253 -0.57167 4.42477 -0.02 0.01 0.01
H 3.44870 -3.33816 5.96447 0.00 0.01 0.00
H 3.89140 -5.61592 5.16289 0.00 0.00 0.00
H 3.29005 -6.23434 2.82442 0.00 0.00 0.01
H 2.29424 -4.53401 1.34904 0.00 -0.01 0.00
H -0.14505 0.24351 2.38769 0.00 0.05 0.01
H 0.30291 2.63993 2.92132 0.00 -0.01 0.00
H 2.63012 3.48467 2.80829 0.01 0.00 -0.01
H 4.45204 1.96516 2.13587 0.00 0.01 0.01
H 5.24985 -0.05224 1.34998 0.00 -0.01 -0.01
H 4.11411 -1.16634 0.57232 0.00 -0.01 0.00
H 4.53754 -1.39309 2.26042 0.00 -0.01 0.03
H -0.09146 -1.86574 3.95054 -0.13 -0.06 -0.10
H -2.48208 -2.15323 4.44325 0.01 0.00 0.00
H -4.05062 -2.65303 2.56858 0.00 0.00 -0.01
H -3.22864 -2.86480 0.28188 -0.01 -0.01 0.01
H -1.44483 -3.01483 -1.31554 -0.03 -0.05 0.06
H 0.29046 -2.75742 -0.80928 0.02 -0.10 -0.07
F 4.69464 2.18928 -1.16347 -0.02 -0.04 0.09
Te 3.10980 1.98519 -2.09673 0.24 -0.21 0.27
F 3.45304 3.67453 -2.77516 0.02 0.08 -0.02
F 2.26612 2.66697 -0.56133 0.10 0.21 0.05
F 2.96986 0.29788 -1.19329 0.12 0.12 -0.19
F 4.14287 1.15000 -3.39543 0.12 0.06 -0.08
O 1.54468 1.71519 -2.89231 -0.29 0.10 -0.59
```
Positions in Å, forces in eV/Å.

Mulliken atomic charge list, values in e, 5 entries:
1 Ba 0.711
2 C -1.327
3 C 0.485
4 C -0.231
5 C -1.034